P) 11
Properties=species:S:1:pos:R:3 method="wB97M-V/def2-TZVPD" lumo_ev=-0.086 homo_lumo_gap_ev=9.017 total_charge=0 smiles=c1[nH][nH]c2nnnc1-2 homo_energy_ev=-9.10
C -0.738 1.130 -0.046
C 0.612 -0.707 -0.022
C 0.552 0.688 -0.034
H -1.191 2.164 0.047
H -2.431 -0.135 0.337
H -0.999 -2.029 -0.211
N -1.508 0.007 -0.103
N -0.688 -1.099 0.064
N 1.885 -1.113 -0.025
N 2.619 0.008 -0.033
N 1.886 1.085 0.026

---

Q) 11
Properties=species:S:1:pos:R:3 method="wB97M-V/def2-TZVPD" lumo_ev=-1.426 homo_lumo_gap_ev=8.994 total_charge=0 smiles="[H]/N=c1/cncnnn1" homo_energy_ev=-10.42
C 0.946 0.152 0.147
C 0.305 1.331 -0.322
C -1.634 0.382 0.402
H 2.501 -0.604 0.718
H 0.729 2.372 -0.526
H -2.276 0.788 1.033
N 2.269 0.245 0.505
N -0.991 1.450 -0.386
N -1.375 -0.941 0.422
N -0.425 -1.593 -0.321
N 0.714 -1.125 -0.590

---

R) 11
Properties=species:S:1:pos:R:3 method="wB97M-V/def2-TZVPD" lumo_ev=-1.517 homo_lumo_gap_ev=8.074 total_charge=0 smiles="N=c1nnccnn1" homo_energy_ev=-9.59
C -0.631 -1.034 -0.521
C 0.965 0.753 0.846
C 0.265 1.487 -0.091
H -1.697 -2.534 0.143
H 1.457 1.218 1.729
H 0.287 2.581 -0.027
N -1.831 -1.501 -0.409
N 0.465 -1.417 0.153
N 1.124 -0.634 0.906
N -0.042 1.105 -1.294
N -0.362 -0.022 -1.435

---

Here are the energies relative to the best structure, in kJ/mol: P) 0.0; Q) 255.9; R) 214.2.